1.
16
Properties=species:S:1:pos:R:3:mulliken_charge:R:1 method="wB97M-V/def2-TZVPD" de_lowest_kj_mol=254.3 homo_lumo_gap_ev=10.40 energy_ev=-10556.42276 smiles=C#C[C@]1(N)C[C@H](F)C1
C 0.49288 -0.20599 -0.05385 1.3032
C -0.67609 -0.33369 -1.14272 -1.0533
C -1.66848 0.01195 -0.04079 0.2271
C -0.62794 -0.32680 1.07297 -0.9764
C 1.08718 1.13452 -0.16509 -1.5012
C 1.63811 2.19854 -0.06257 0.3373
H 1.13649 -2.15588 0.04822 0.2742
H 2.24564 -1.00607 0.48630 0.2810
H -0.66903 0.32573 -2.00762 0.3377
H -0.81381 -1.36777 -1.43846 0.3152
H -2.61461 -0.55876 -0.00312 0.3528
H -0.50055 0.45393 1.84396 0.3250
H -0.79629 -1.30747 1.53863 0.3173
H 2.29896 3.00835 0.16182 0.4751
N 1.50303 -1.22986 -0.17488 -0.6891
F -2.03552 1.35926 -0.06280 -0.3260

2.
11
Properties=species:S:1:pos:R:3:mulliken_charge:R:1 method="wB97M-V/def2-TZVPD" de_lowest_kj_mol=328.3 homo_lumo_gap_ev="7.27 / 8.21" energy_ev=-7763.12413
C 0.34098 -1.85584 0.12950 -0.9816
C -0.17457 -0.47025 0.17478 0.0252
O 0.64204 0.49058 0.36737 -0.2086
C 0.36338 1.80234 0.21908 -0.2947
C -0.78036 2.13976 -0.50352 0.2776
N -1.74352 2.30641 -1.14362 -0.4435
H -0.21503 -2.51409 0.80526 0.2958
H 0.20800 -2.25122 -0.88617 0.2686
H 1.40415 -1.88937 0.37607 0.2853
H -1.21290 -0.21847 -0.02969 0.3990
H 1.16783 2.46015 0.49094 0.3770

3.
99
Properties=species:S:1:pos:R:3:mulliken_charge:R:1 method="wB97M-V/def2-TZVPD" de_lowest_kj_mol=101.9 homo_lumo_gap_ev=5.89 total_charge=+1 energy_ev=-64161.03761
C -1.36567 -0.08121 -3.04444 -1.3526
N -1.44467 0.61179 -1.74044 0.9563
C -2.47767 -0.14121 -0.91644 -0.9476
C -0.24567 0.60179 -0.95344 -0.5208
C -1.97667 2.08179 -2.03844 -0.5465
C -2.29867 2.94279 -0.80644 -0.2003
O -2.15167 4.27979 -1.14544 -0.4872
H -1.25467 -1.03721 -2.89444 0.3428
H -0.70867 0.29479 -3.81544 0.4541
H -2.19667 -0.03421 -3.68544 0.5486
H -2.48867 0.39979 0.04156 0.3916
H -2.18567 -1.19521 -0.59044 0.1677
H -3.52967 -0.15521 -1.35244 0.3687
H 0.26033 -0.27221 -0.49444 -0.1458
H -0.25667 1.19579 0.10856 0.0101
H 0.62733 1.21579 -1.39744 0.3560
H -2.93967 1.87379 -2.64144 0.3344
H -1.27067 2.60679 -2.65244 0.4065
H -1.31967 2.76279 0.01756 0.0238
H -3.16167 2.55679 -0.35544 0.4132
H -2.98367 4.63579 -1.17844 0.3725
C -6.06767 -3.20421 3.91556 -0.5869
C -5.31367 -3.70621 5.22256 0.1259
C -3.92767 -4.11921 5.09756 0.7859
O -3.38067 -4.69321 6.06356 -0.6198
C -3.07867 -3.73421 3.92256 -0.9238
C -3.89867 -3.10421 2.73256 0.6016
C -5.33467 -2.88621 2.68856 0.4777
O -5.86267 -2.44421 1.66856 -0.5707
O -3.22167 -2.43621 1.68856 -0.1081
O -6.08267 -3.81421 6.32456 -0.4127
H -7.17267 -2.78221 3.87156 0.2923
H -2.10967 -3.69821 3.67656 0.5630
H -2.29467 -2.53021 1.83656 0.3004
H -5.41867 -4.11621 6.81356 0.3266
C 3.55433 -1.08621 -4.63744 -0.7161
C 4.76633 -2.04421 -4.83144 0.1309
C 5.42733 -2.60121 -3.69544 0.8157
O 6.38733 -3.38121 -3.86544 -0.6359
C 5.08333 -2.18721 -2.41244 -0.6669
C 3.94433 -1.18221 -2.13944 0.4420
C 3.16133 -0.70021 -3.29744 0.5684
O 2.14233 0.03779 -3.13244 -0.5500
O 3.68333 -0.64121 -0.91544 -0.1477
O 5.21233 -2.47721 -6.05544 -0.5237
H 3.25533 -0.49621 -5.55244 0.3285
H 5.71433 -2.51321 -1.50544 0.2616
H 4.02233 -1.13321 -0.19344 0.2893
H 5.94633 -3.10621 -6.02644 0.3813
C 2.81633 4.22279 -1.47844 -0.6693
C 4.24433 4.47879 -1.85244 0.6370
O 5.05833 3.53579 -1.72844 -0.5595
C 4.71333 5.94279 -2.25044 -1.1135
H 2.23033 4.54779 -0.60444 0.3852
H 2.72533 3.14479 -1.29044 0.0658
H 2.04833 4.37379 -2.32444 0.2823
H 4.34633 6.62179 -1.49044 0.3278
H 4.36733 6.08679 -3.34444 0.2749
H 5.71033 5.98279 -2.20144 0.3687
C -1.94867 5.58079 2.75556 -0.8777
C -2.94267 4.48679 2.84956 0.8088
O -2.79567 3.48579 2.15456 -0.4661
C -3.92867 4.44779 4.00356 -1.1851
H -1.38967 5.72579 3.64856 0.3345
H -2.48467 6.52179 2.37656 0.3395
H -1.30567 5.48379 1.80156 0.1463
H -4.86867 5.16479 4.03456 0.3040
H -3.46267 4.58679 5.11456 0.2593
H -4.46867 3.49979 4.13956 0.3314
C -1.00167 -4.81521 -2.93544 -1.1813
C 0.11933 -3.66921 -2.93844 0.6490
O 0.45533 -3.18021 -1.82944 -0.4096
C 0.63633 -3.17221 -4.24944 -0.8801
H -1.24667 -5.09121 -1.96844 0.3084
H -0.41767 -5.56421 -3.52744 0.3713
H -1.88567 -4.52521 -3.56844 0.3274
H 1.53633 -3.68221 -4.60644 0.3491
H 0.66133 -2.11421 -4.29944 0.1478
H -0.22767 -3.22621 -5.03044 0.3208
C 0.26233 -4.20121 1.31756 -1.6727
C 0.48833 -2.71821 1.47556 1.0376
O -0.59767 -2.00321 1.65556 -0.8282
C 1.76733 -2.11421 1.41456 -0.5163
H 0.23233 -4.87421 2.27156 0.2993
H 0.97233 -4.56721 0.67056 0.5561
H -0.64767 -4.27121 0.86656 0.4181
H 1.79333 -1.03421 1.59656 -0.0423
H 1.89633 -2.31921 0.37656 0.0707
H 2.45933 -2.76021 2.07256 0.4094
C 1.10633 1.82079 4.12756 -1.0676
C 1.74733 2.15979 2.66656 0.9809
O 1.04633 2.72579 1.88756 -0.4170
C 3.01533 1.55679 2.24456 -1.5422
H 0.74333 0.61079 4.27856 0.1644
H 0.36133 2.46779 4.51256 0.3461
H 1.96533 1.88179 4.89056 0.3564
H 3.31633 1.65079 1.21856 0.2758
H 3.12333 0.66579 2.53756 0.6069
H 3.88733 2.07879 2.83156 0.3936

4.
18
Properties=species:S:1:pos:R:3:mulliken_charge:R:1 method="wB97M-V/def2-TZVPD" de_lowest_kj_mol=145.7 homo_lumo_gap_ev=9.47 energy_ev=-18698.40891 smiles=OCNCCCS
C -0.22703 0.51447 0.60394 -0.4539
N 0.80765 0.11420 -0.32360 -0.1768
C 2.13775 0.58145 -0.00659 -0.5098
O 2.33239 1.96421 -0.22796 -0.5414
C -1.58630 -0.09591 0.38830 -0.7478
C -1.70242 -1.58153 -0.03256 -0.6788
S -1.23726 -2.06508 -1.72807 -0.1834
H 0.19447 0.44046 1.61218 0.4185
H -0.42033 1.59976 0.55326 0.2679
H 0.68138 0.46795 -1.27023 0.2451
H 2.81619 0.03397 -0.65164 0.3109
H 2.37554 0.33562 1.03266 0.3424
H 2.51307 2.47189 0.55093 0.3094
H -2.15313 0.45092 -0.37025 0.3107
H -2.19162 -0.06710 1.29575 0.3110
H -2.72917 -1.94189 -0.00554 0.3764
H -1.12538 -2.19972 0.65688 0.3471
H -0.48581 -1.02370 -2.07747 0.0525

5.
8
Properties=species:S:1:pos:R:3:mulliken_charge:R:1 method="wB97M-V/def2-TZVPD" de_lowest_kj_mol=25.1 homo_lumo_gap_ev=10.29 energy_ev=-12098.13744 smiles=Fc1cnc(F)o1
C -0.38278 -0.53170 0.73906 0.5989
C -0.45741 -0.75190 -0.60519 -0.2854
C 0.70919 1.04961 -0.25165 0.4832
H -0.81446 -1.70350 -1.13696 0.3054
N 0.23179 0.36574 -1.20421 -0.4133
O 0.36402 0.53314 1.04534 -0.2604
F -0.74879 -1.25488 1.72587 -0.2398
F 1.09844 2.29347 -0.31228 -0.1887

6.
16
Properties=species:S:1:pos:R:3:mulliken_charge:R:1 method="wB97M-V/def2-TZVPD" de_lowest_kj_mol=111.2 homo_lumo_gap_ev=6.83 total_charge=-1 energy_ev=-17646.29018
C -0.22098 2.22305 0.01208 -0.8264
N -0.28653 0.78027 -0.26931 -0.2871
C -0.54435 0.04098 0.92778 -0.4505
C -0.72573 -1.54759 0.74361 -0.7363
S 0.71805 -2.51623 0.39132 -0.6574
H 0.20234 2.74528 -0.98529 0.2742
H -1.21085 2.52057 0.25176 0.2987
H 0.46835 2.52584 0.85940 0.2542
H 0.53357 0.43093 -0.78598 0.2769
H -1.50430 0.28724 1.50235 0.2847
H 0.36314 0.12566 1.59072 0.2641
H -1.26308 -1.81866 1.72473 0.2385
H -1.47251 -1.79659 -0.01753 0.2958
H 2.41495 -1.10047 -1.99193 0.3205
H 0.99091 -1.69431 -1.58306 0.1839
O 1.53702 -1.20596 -2.37065 -0.7338

7.
35
Properties=species:S:1:pos:R:3:mulliken_charge:R:1 method="wB97M-V/def2-TZVPD" de_lowest_kj_mol=186.4 homo_lumo_gap_ev=8.69 total_charge=+2 energy_ev=-27470.79207
C 2.41661 0.26176 -1.27170 -0.4488
C 1.50996 0.87525 -0.49750 -0.4968
C -2.40468 -1.73849 -0.19527 -0.0422
C 2.96012 -1.08119 -1.01306 -0.6415
C 1.08169 -1.29119 0.57196 -1.1580
C 0.63480 0.13912 0.49994 0.2473
C -1.25945 0.20906 -0.11004 -0.3413
C -3.25551 3.37827 0.85606 -1.0883
C 3.02990 -2.85544 0.72645 -0.8159
C -2.89093 2.12788 0.01119 -0.4546
N -1.94018 -0.84053 0.59852 -0.5315
N -1.28076 0.04081 -1.45740 -0.0987
N 2.57719 -1.48563 0.40338 0.1159
N -1.64355 1.57050 0.51654 0.1442
S -2.13611 -1.42377 -1.83327 0.0011
H 2.86560 0.88086 -2.07321 0.3947
H 1.52483 1.96193 -0.62432 0.4100
H -2.63183 -2.74903 0.08303 0.4441
H 2.45741 -1.92225 -1.66933 0.3371
H 4.07106 -1.15765 -1.32648 0.4500
H 0.74387 -1.90082 1.40920 0.3688
H 0.53856 -1.78927 -0.28052 0.2537
H 0.55592 0.57161 1.45952 0.5694
H -3.17677 2.99860 1.95021 0.2935
H -2.49643 4.09047 0.74224 0.3953
H -4.20104 3.59688 0.47774 0.3944
H 2.28415 -3.33385 1.29100 0.3765
H 3.29729 -3.31065 -0.23161 0.3317
H 3.92827 -2.89002 1.35234 0.3637
H -2.79858 2.49445 -1.05015 0.3251
H -3.66003 1.34317 -0.06657 0.3925
H -1.14575 0.78944 -2.20879 0.3306
H 3.12909 -0.98078 1.06854 0.3469
H -1.81789 1.19782 1.42411 0.4037
H -0.86685 2.22269 0.46723 0.4275

8.
127
Properties=species:S:1:pos:R:3:mulliken_charge:R:1 method="wB97M-V/def2-TZVPD" de_lowest_kj_mol=759.9 homo_lumo_gap_ev=9.74 energy_ev=-137577.04442 smiles="C[C@H]1COC(=O)O1.C[C@H]1COC(=O)O1.C[C@H]1COC(=O)O1.C[C@H]1COC(=O)O1.O=S1(=O)CCCC1.O=S1(=O)CCCC1.O=S1(=O)CCCC1.O=S1(=O)CCCC1.O=S1(=O)CCCC1"
C 2.47401 -1.22534 -2.64003 -1.7781
C 1.67840 -1.85031 -3.74078 0.8708
C 2.44479 -2.73318 -4.68071 -0.5020
O 1.86334 -4.01702 -4.42461 -0.3891
C 0.99826 -3.94074 -3.43681 0.2149
O 0.49697 -4.90419 -2.90712 -0.5975
O 0.72667 -2.63599 -3.04480 0.1856
H 1.87718 -0.68876 -2.11574 0.2825
H 3.10906 -0.53158 -3.08180 0.7473
H 3.13192 -1.92787 -2.03963 0.1811
H 1.38744 -1.05432 -4.38749 0.2233
H 3.56842 -2.88449 -4.63659 0.2577
H 2.31321 -2.54116 -5.80990 0.2602
C -5.39970 3.40191 -3.54510 -1.3035
C -3.88869 3.61185 -3.47405 0.2721
C -3.34335 4.43003 -2.30878 -0.4607
O -2.31114 3.56569 -1.78752 -0.0747
C -2.30707 2.39072 -2.35310 0.2527
O -1.44868 1.50327 -2.03513 -0.3752
O -3.18062 2.40104 -3.33227 -0.2491
H -5.54359 2.92059 -4.55252 0.3760
H -5.83126 4.48217 -3.53771 0.3259
H -5.73765 2.65281 -2.84532 0.3231
H -3.52948 3.80408 -4.46424 0.4205
H -4.08886 4.88650 -1.53752 0.2722
H -2.72970 5.40742 -2.57962 0.2927
C -5.09765 3.42954 0.73148 -2.2346
C -4.68380 2.52365 1.87216 1.6320
C -5.77097 2.28112 2.96435 -0.5466
O -5.76600 0.84780 3.14510 -0.3711
C -5.13357 0.25888 2.18043 0.6052
O -5.13103 -1.01535 2.02859 -0.6948
O -4.70386 1.12059 1.33739 -0.1928
H -5.88711 3.07468 0.14156 0.5151
H -4.30750 3.46533 0.06277 -0.0366
H -5.30797 4.19214 1.17943 0.9421
H -3.72850 2.69529 2.27159 -0.4295
H -6.63069 2.66761 2.78210 0.4696
H -5.47680 2.89299 3.86176 0.3473
C -0.68974 2.54167 7.05740 -1.7772
C -0.10919 2.91978 5.70921 -0.0340
C 0.98751 2.07757 5.00307 -0.1957
O 0.19994 1.34712 4.04923 0.0915
C -0.93395 1.77206 4.01588 0.4176
O -1.80989 1.29570 3.30442 -0.5421
O -1.31578 2.66096 4.91481 -0.3711
H -1.48160 3.09236 7.44601 0.4200
H 0.07640 2.46848 7.85559 0.4075
H -0.97041 1.48026 7.14904 0.3757
H 0.05960 3.88232 5.79383 0.5491
H 1.26932 1.32363 5.73292 0.3562
H 1.66372 2.69892 4.39745 0.2859
C 1.44326 4.51240 -0.34225 -1.0314
C 1.22814 3.09430 -0.31909 -0.2672
C 0.68112 2.63213 1.02551 0.7411
S -0.27618 4.13232 1.56078 0.9808
O 0.10769 4.76262 2.70406 -0.6550
O -1.71126 3.84457 1.28917 -0.4500
C 0.22437 5.15462 0.11018 -0.6783
H 2.02802 4.81335 -1.18686 0.5071
H 2.22261 4.75376 0.30678 0.4125
H 2.01516 2.39243 -0.67345 0.4552
H 0.43786 2.95409 -0.94304 -0.0784
H 1.56706 2.58996 1.66082 0.1096
H 0.04597 1.81215 1.06490 -0.7654
H 0.33128 6.05371 0.72154 0.5735
H -0.63443 5.25468 -0.52613 -0.0132
C 4.49003 -4.95557 1.46247 0.0650
C 3.89907 -5.23655 0.08838 -0.2446
C 5.07179 -5.52077 -0.79198 -0.5058
S 6.12752 -4.26029 -0.21698 1.0420
O 5.65294 -2.92827 -0.52618 -0.5130
O 7.47097 -4.62066 -0.59629 -0.8170
C 5.84370 -4.67095 1.42098 -0.4531
H 4.24447 -5.68767 2.20400 0.4980
H 4.01886 -4.15107 1.91195 -0.4331
H 3.23147 -4.41607 -0.13365 -0.1668
H 3.23096 -6.02688 0.27751 0.4555
H 4.82294 -5.55675 -1.99210 0.3038
H 5.61488 -6.51832 -0.58692 0.2903
H 6.22583 -3.70169 1.88357 0.3245
H 6.34351 -5.51958 1.77760 0.3311
C -3.25549 -1.09766 -3.92702 -1.1059
C -2.59814 -2.53044 -3.73561 0.2483
C -2.40769 -3.08787 -5.11555 -0.7961
S -1.97933 -1.75844 -6.06544 1.2815
O -2.80406 -1.59786 -7.19194 -0.7573
O -0.50569 -1.56723 -6.21894 -0.6764
C -2.48115 -0.39898 -5.00911 -0.7119
H -3.59675 -0.59841 -3.04749 0.5221
H -4.32750 -1.29287 -4.16777 0.3953
H -3.05688 -3.12082 -2.90277 0.5223
H -1.65084 -2.28516 -3.18920 -0.4237
H -3.43236 -3.14685 -5.60952 0.4245
H -1.52003 -3.68030 -5.30430 0.3766
H -3.41066 0.19194 -5.51576 0.2464
H -1.66295 -0.03272 -4.68419 0.4985
C -2.27780 -1.73781 -0.07233 -1.6606
C -1.31420 -0.55417 0.05670 1.6682
C -0.31093 -0.88663 1.13265 -0.4188
S -0.26689 -2.65301 1.15554 0.9251
O -0.74588 -2.98191 2.52691 -0.7774
O 1.01294 -3.18900 0.68181 -0.4081
C -1.50279 -3.03963 0.00099 0.1730
H -2.88088 -1.72076 -0.85552 0.6899
H -3.03074 -1.60565 0.69889 0.3146
H -1.93323 0.35164 0.44135 -0.2110
H -0.83001 -0.42243 -0.97715 -0.5607
H -0.56225 -0.69894 2.18266 -0.0938
H 0.72772 -0.59538 0.83770 0.2718
H -2.09358 -3.95710 0.26015 0.4657
H -0.83946 -3.05219 -0.94190 -0.3748
C 3.82010 -1.58057 2.95245 -0.6062
C 3.23363 -0.33091 3.54439 -0.3844
C 4.41955 0.76862 3.48868 -1.1555
S 5.03839 0.58338 1.87203 1.2494
O 6.37259 0.61312 1.87953 -0.7312
O 4.28701 1.46292 0.94841 -0.6051
C 4.58545 -1.09789 1.65276 -0.1017
H 3.05115 -2.33893 2.66828 0.0252
H 4.26313 -2.09210 3.68718 0.6873
H 2.85361 -0.64453 4.43614 0.6951
H 2.55427 0.19104 3.00771 -0.2458
H 5.24567 0.73344 4.12777 0.5261
H 3.91907 1.67413 3.65885 0.4739
H 5.67613 -1.49111 1.58049 0.1874
H 4.16773 -1.20822 0.72747 -0.0966